Formula: C23H67NO24
Source: the Open Molecules 2025 dataset
Level of theory: ωB97M-V/def2-TZVPD

Calculated values
LUMO energy (alpha / beta)   -0.0993 / -0.3448 hartree
Multiplicity   2
Charge   +1
HOMO-LUMO gap (alpha / beta)   0.32512 / 0.07961 Eh

Each line ends with the Löwdin charge.
Atoms and positions in Å:
O  -1.039  0.137  -4.450  0.05
O  5.478  4.205  -1.660  -0.03
O  -1.285  1.363  0.618  -0.01
O  0.910  -3.628  3.484  -0.15
O  -3.225  0.726  4.210  0.26
O  4.486  2.909  -0.282  0.00
O  5.207  1.966  -2.330  0.09
O  -1.840  -4.768  0.314  -0.13
O  4.440  -1.676  0.705  0.05
O  -4.021  -0.954  2.203  -0.10
O  5.396  -3.579  0.818  0.08
O  3.602  3.175  3.594  -0.10
O  2.216  -1.716  -2.883  -0.03
O  -3.107  0.925  -3.983  0.10
O  0.563  0.748  1.597  -0.01
O  4.383  -1.736  -3.392  0.00
O  -0.543  -0.808  0.216  0.08
O  -2.730  -2.172  -0.170  -0.15
O  -3.582  5.159  -2.327  -0.13
O  -2.692  -0.951  -5.152  0.01
O  3.408  -3.735  -2.660  0.06
O  -4.322  3.837  1.030  -0.15
O  -4.475  2.546  -2.276  -0.17
O  2.377  -1.506  4.737  -0.16
N  4.416  -2.873  0.858  -0.45
C  3.820  1.758  0.126  -0.07
C  -4.450  5.139  1.582  -0.14
C  -2.246  5.166  -2.746  -0.16
C  -0.404  0.326  0.732  -0.44
C  2.188  -1.453  6.177  -0.09
C  3.350  -2.504  -2.984  -0.45
C  1.558  -0.116  2.001  -0.06
C  5.101  2.899  -1.504  -0.50
C  1.354  -4.950  3.908  -0.12
C  -2.975  -2.037  -1.600  -0.08
C  3.134  -3.557  1.164  0.06
C  5.656  -2.287  -3.524  -0.05
C  4.056  1.924  4.061  -0.17
C  -0.337  1.224  -3.785  0.01
C  -2.331  0.141  -4.493  -0.61
C  -4.016  -1.379  -5.221  -0.04
C  6.307  4.463  -2.816  -0.03
C  -0.499  -4.274  0.368  -0.14
C  -5.907  2.530  -2.452  -0.10
C  -2.200  1.633  3.931  0.03
C  0.968  -2.278  -2.788  -0.09
C  -2.339  1.324  -0.336  -0.02
C  -4.697  -2.091  2.588  -0.13
H  5.647  -3.032  -4.320  0.10
H  2.865  1.782  -0.400  0.10
H  5.042  2.030  4.512  0.09
H  -2.068  -1.509  0.037  0.00
H  -0.027  -4.952  1.080  0.07
H  3.347  1.512  4.779  0.07
H  2.770  -0.663  6.650  0.08
H  0.430  0.729  -3.190  0.09
H  -0.013  -4.249  -0.607  0.07
H  -0.952  1.848  -3.137  0.07
H  0.594  -2.521  -3.783  0.11
H  -3.058  0.530  -0.135  0.09
H  3.388  -4.141  2.049  0.09
H  -6.315  1.716  -1.852  0.07
H  6.445  5.528  -2.998  0.10
H  -6.129  2.226  -3.474  0.09
H  -6.383  3.469  -2.167  0.09
H  6.035  -2.711  -2.594  0.10
H  -3.450  0.246  3.409  0.08
H  -3.852  4.280  -2.051  0.01
H  2.597  -2.368  6.607  0.08
H  2.305  -5.283  3.492  0.06
H  0.640  -5.605  3.410  0.08
H  -4.822  -2.105  3.670  0.09
H  2.295  -2.877  1.311  0.07
H  1.077  -1.074  2.203  0.09
H  2.306  -0.263  1.223  0.09
H  -4.629  5.846  0.772  0.09
H  -3.611  -1.220  1.376  0.05
H  -4.055  1.937  -2.888  0.02
H  -2.003  5.918  -3.497  0.08
H  -3.555  -1.191  -1.969  0.07
H  -2.770  2.316  -0.476  0.08
H  4.123  1.215  3.235  0.05
H  -2.460  2.313  3.120  0.14
H  0.102  2.001  -4.411  0.11
H  -4.176  -2.116  -6.008  0.11
H  -2.057  2.250  4.818  0.12
H  -0.520  -3.295  0.846  0.06
H  0.933  -3.179  -2.176  0.07
H  -1.618  5.323  -1.869  0.07
H  0.371  -1.539  -2.254  0.07
H  -4.609  -0.556  -5.620  0.10
H  -2.022  -2.004  -2.126  0.08
H  -2.421  -4.031  0.110  0.02
H  -2.013  4.166  -3.113  0.06
H  1.405  -2.999  4.013  0.01
H  -4.225  -3.017  2.259  0.10
H  2.711  3.329  3.917  0.07
H  1.444  -5.091  4.985  0.08
H  2.929  -4.152  0.274  0.11
H  -5.305  5.062  2.253  0.08
H  -1.949  1.070  -1.322  0.08
H  3.632  1.647  1.194  0.06
H  1.936  0.266  2.949  0.08
H  -3.493  -2.879  -2.059  0.09
H  1.113  -1.338  6.316  0.09
H  5.791  3.970  -3.640  0.09
H  -5.731  -2.087  2.242  0.10
H  -5.056  3.645  0.442  0.07
H  -3.604  5.395  2.220  0.08
H  4.370  0.860  -0.153  0.09
H  -4.398  -1.623  -4.229  0.09
H  -1.294  1.110  3.622  0.14
H  6.342  -1.513  -3.866  0.10
H  7.259  3.954  -2.661  0.10
H  3.290  -1.502  4.440  0.09

Formula: C64H52BiBrFGeO2P3
Source: the Open Molecules 2025 dataset
Level of theory: ωB97M-V/def2-TZVPD

Calculated values
LUMO energy   -0.2075 hartree
Charge   +2
ΔE to the lowest compared entry with this formula, charge and spin   0.000 eV
HOMO-LUMO gap   0.25263 Eh

Each line ends with the Löwdin charge.
Atoms and positions in Å:
Bi  -1.001  1.056  0.813  1.51
Br  -3.595  -0.298  0.344  0.91
Ge  2.571  -1.479  -1.444  0.98
P  1.915  1.841  -1.122  1.05
P  0.639  -0.946  2.033  1.02
P  -1.024  -1.249  -1.958  1.00
F  4.061  -2.530  -1.633  -0.31
O  0.465  2.840  1.807  -0.20
O  -2.643  3.200  0.132  -0.13
C  0.672  -3.677  1.411  -0.08
C  4.767  0.481  -4.412  -0.08
C  0.302  3.600  -4.403  -0.06
C  -2.115  0.979  -3.126  -0.11
C  -5.447  0.545  4.494  0.00
C  3.256  -1.132  2.845  -0.10
C  4.105  -0.455  -3.653  -0.08
C  -4.985  -3.634  -1.454  -0.07
C  -1.461  -2.808  2.173  -0.13
C  -6.073  -0.268  3.625  -0.06
C  -0.624  -3.648  -3.236  -0.11
C  2.015  -4.084  -2.515  -0.08
C  -0.135  -2.605  1.819  -0.35
C  -3.731  -1.928  -2.555  -0.13
C  4.599  -1.000  2.827  -0.07
C  -2.186  2.241  4.984  -0.01
C  -2.431  1.769  -4.249  -0.07
C  3.816  5.207  0.306  -0.06
C  -4.221  -0.068  2.129  -0.54
C  0.446  -0.590  3.766  -0.40
C  -0.976  -0.574  -4.655  -0.06
C  -4.904  -2.612  -2.381  -0.07
C  1.184  0.747  5.663  -0.07
C  -1.163  -5.206  1.773  -0.05
C  0.053  -2.621  -2.523  -0.39
C  5.261  -1.009  1.629  -0.03
C  -2.138  1.204  2.753  -0.36
C  -5.496  -0.562  2.388  -0.08
C  1.292  -5.072  -3.175  -0.04
C  4.515  -1.114  0.458  -0.09
C  0.157  -4.950  1.395  -0.05
C  4.496  4.731  1.444  -0.05
C  3.103  -1.181  0.429  -0.27
C  3.076  4.349  -0.458  -0.10
C  -0.578  4.504  -3.854  -0.08
C  -1.550  1.938  3.737  -0.16
C  1.419  -2.821  -2.268  -0.25
C  -3.486  0.764  3.018  -0.24
C  3.899  2.224  -3.023  -0.07
C  3.498  2.546  1.058  -0.13
C  -0.321  -1.353  4.618  -0.06
C  0.308  0.014  6.485  -0.05
C  2.463  -1.124  1.658  -0.35
C  3.130  1.291  -2.340  -0.43
C  -2.673  -3.314  -0.885  -0.10
C  -0.035  -4.838  -3.567  -0.05
C  0.981  2.705  -3.604  -0.10
C  -2.041  1.389  -5.544  -0.08
C  -1.961  -4.133  2.133  -0.07
C  -1.381  -0.212  -3.362  -0.42
C  -2.577  -2.184  -1.778  -0.47
C  -3.894  -3.984  -0.715  -0.07
C  2.893  3.011  -0.085  -0.40
C  1.206  0.505  4.322  -0.14
C  -0.453  -1.021  5.974  -0.04
C  4.716  1.814  -4.112  -0.05
C  -4.130  1.015  4.227  -0.18
C  0.877  2.846  -2.248  -0.37
C  -0.802  4.567  -2.499  -0.10
C  4.283  3.418  1.840  -0.05
C  -1.382  0.199  -5.752  -0.06
C  -0.034  3.777  -1.697  -0.14
C  -3.469  1.736  5.202  0.00
C  3.213  -0.079  -2.635  -0.27
H  0.863  -5.750  1.149  0.13
H  -2.436  3.829  -0.565  0.03
H  -0.488  -1.583  -4.831  0.12
H  2.745  4.657  -1.476  0.12
H  0.245  3.688  2.239  0.11
H  4.707  3.069  2.762  0.10
H  -0.976  -0.097  -6.717  0.12
H  -0.727  -2.287  4.312  0.09
H  -3.114  2.620  -4.118  0.12
H  5.157  5.438  1.907  0.11
H  1.481  1.864  -4.088  0.12
H  -5.962  -1.135  1.562  0.12
H  -3.497  3.396  0.507  0.07
H  -1.605  -6.186  1.667  0.12
H  1.781  -5.999  -3.395  0.11
H  1.805  1.527  6.105  0.12
H  5.234  2.544  -4.732  0.12
H  -1.568  5.207  -2.041  0.12
H  5.118  -0.996  3.767  0.12
H  3.789  3.310  -2.927  0.11
H  -5.904  -4.156  -1.384  0.11
H  5.382  0.300  -5.310  0.13
H  3.049  -4.251  -2.362  0.09
H  -0.631  -5.577  -4.085  0.12
H  2.807  -1.165  3.835  0.10
H  4.243  -1.511  -3.861  0.11
H  1.870  1.100  3.691  0.11
H  -1.677  2.793  5.749  0.11
H  -1.128  5.188  -4.515  0.13
H  -1.796  -3.592  -0.318  0.08
H  -3.716  -1.105  -3.275  0.11
H  3.357  1.520  1.442  0.10
H  -2.091  -2.001  2.468  0.08
H  -5.987  0.968  5.323  0.13
H  -3.014  -4.239  2.224  0.10
H  5.019  -0.935  -0.487  0.11
H  -2.372  1.354  -2.153  0.06
H  -0.080  3.803  -0.596  0.08
H  1.403  2.908  1.517  0.02
H  -5.732  -2.379  -3.004  0.11
H  -7.056  -0.588  3.823  0.11
H  -1.680  -3.510  -3.492  0.11
H  -3.980  1.939  6.141  0.13
H  0.274  3.422  -5.480  0.12
H  0.227  0.251  7.533  0.11
H  1.698  -3.586  1.158  0.09
H  -1.069  -1.609  6.671  0.13
H  3.972  6.231  -0.091  0.13
H  -3.995  -4.756  0.037  0.11
H  6.319  -0.930  1.536  0.12
H  -0.531  2.257  3.709  0.06
H  -2.270  2.052  -6.326  0.10

Formula: C7H14N3O2
Source: the Open Molecules 2025 dataset
Level of theory: ωB97M-V/def2-TZVPD

Calculated values
LUMO energy (alpha / beta)   -0.1053 / -0.3230 hartree
Multiplicity   3
Charge   +1
ΔE to the lowest compared entry with this formula, charge and spin   3.900 eV
HOMO-LUMO gap (alpha / beta)   0.23879 / 0.20392 Eh

Each line ends with the natural charge from an NBO analysis.
Atoms and positions in Å:
O  1.147  -2.448  -2.970  -0.31
O  -0.398  1.364  -3.128  -0.45
N  -0.279  -0.772  -1.992  -0.50
N  0.037  1.237  -0.862  -0.49
N  0.444  0.330  0.166  -0.17
C  -1.827  0.034  0.850  -0.61
C  -0.422  0.290  1.372  0.09
C  -0.263  0.820  -2.097  0.80
C  -0.332  1.548  2.274  -0.62
C  0.083  -0.897  2.207  -0.62
C  0.713  -1.392  -2.412  0.26
C  2.077  -1.345  -2.811  -0.13
H  -2.431  0.088  1.790  0.25
H  1.381  0.529  0.484  0.40
H  2.498  -1.092  -3.733  0.21
H  -2.067  0.932  0.222  0.20
H  -1.293  -1.163  -2.072  0.44
H  2.863  -1.429  -2.008  0.19
H  -1.817  -0.842  0.352  0.21
H  -0.168  -0.680  3.289  0.25
H  -0.315  2.145  -0.627  0.43
H  0.694  1.589  2.557  0.22
H  1.274  -0.873  2.182  0.21
H  -0.482  2.410  1.762  0.21
H  -0.898  1.523  3.298  0.27
H  -0.217  -1.904  1.907  0.24

Formula: C12H17O2
Source: the Open Molecules 2025 dataset
Level of theory: ωB97M-V/def2-TZVPD

Calculated values
LUMO energy   -0.1964 hartree
Charge   +1
ΔE to the lowest compared entry with this formula, charge and spin   0.353 eV
HOMO-LUMO gap   0.27839 Eh

Each line ends with the natural charge from an NBO analysis.
Atoms and positions in Å:
O  -0.077  1.456  1.944  -0.66
O  -3.183  1.425  0.338  -0.33
C  -1.986  -0.486  0.887  -0.11
C  -2.909  3.610  1.286  -0.25
C  -2.936  -1.265  0.377  -0.23
C  2.599  -0.073  -1.884  -0.62
C  0.599  -0.685  0.672  -0.39
C  -1.723  3.128  1.888  -0.15
C  -0.713  -1.048  1.384  -0.41
C  -1.322  1.828  1.730  0.25
C  0.589  -1.291  -0.733  -0.41
C  1.896  -1.424  -1.432  -0.39
C  -2.157  0.943  0.973  0.42
C  -3.552  2.713  0.467  0.21
H  2.633  0.729  -1.056  0.18
H  -0.715  -2.053  1.426  0.23
H  -2.813  -2.358  0.374  0.23
H  0.693  0.341  0.518  0.21
H  -3.167  4.634  1.461  0.27
H  0.565  2.037  2.525  0.54
H  -4.412  2.906  -0.223  0.24
H  0.243  -2.337  -0.687  0.20
H  2.004  -1.986  -2.384  0.22
H  1.482  -0.941  1.314  0.22
H  -0.610  -0.595  2.378  0.22
H  -3.941  -0.978  0.067  0.22
H  -0.087  -0.704  -1.395  0.19
H  1.983  0.335  -2.670  0.21
H  -1.084  4.007  2.228  0.26
H  3.626  -0.424  -1.955  0.23
H  2.457  -2.048  -0.813  0.20